## P
ORCA calculation (the ωB97M-V functional and the def2-TZVPD basis) on C36H29BrClINPPd as an isolated structure.

```
71
Properties=species:S:1:pos:R:3:lowdin_charge:R:1
Pd -0.294 0.871 1.028 0.552
I -1.657 3.789 5.788 0.903
C -1.420 1.997 4.793 -0.744
C -0.546 1.022 5.261 -0.136
C -0.425 -0.153 4.540 -0.066
C -1.179 -0.304 3.383 -0.194
N -2.014 0.629 2.928 0.027
C -2.128 1.762 3.625 -0.218
H 0.029 1.181 6.163 0.099
H 0.249 -0.939 4.853 0.109
H -1.132 -1.229 2.810 0.093
H -2.794 2.509 3.210 0.098
C -3.890 -3.805 0.313 -0.083
C -2.681 -4.328 -0.121 -0.078
C -1.609 -3.486 -0.380 -0.095
C -1.737 -2.111 -0.206 -0.362
C -2.952 -1.595 0.247 -0.102
C -4.025 -2.435 0.495 -0.074
P -0.413 -0.907 -0.530 1.027
C -0.605 -0.488 -2.290 -0.355
C -0.486 0.833 -2.699 -0.085
C -0.593 1.158 -4.046 -0.070
C -0.820 0.166 -4.984 -0.081
C -0.950 -1.159 -4.580 -0.076
C -0.848 -1.481 -3.239 -0.087
C 1.107 -1.924 -0.510 -0.354
C 2.033 -1.899 -1.548 -0.077
C 3.211 -2.629 -1.459 -0.086
C 3.482 -3.388 -0.332 -0.087
C 2.572 -3.404 0.718 -0.082
C 1.401 -2.673 0.629 -0.115
H -4.724 -4.462 0.519 0.103
H -2.568 -5.396 -0.258 0.104
H -0.668 -3.904 -0.717 0.105
H -3.049 -0.531 0.427 0.073
H -4.959 -2.018 0.845 0.105
H -0.327 1.608 -1.960 0.068
H -0.506 2.191 -4.357 0.106
H -0.905 0.420 -6.033 0.103
H -1.132 -1.937 -5.309 0.104
H -0.952 -2.514 -2.928 0.105
H 1.842 -1.315 -2.438 0.107
H 3.920 -2.594 -2.276 0.102
H 4.400 -3.956 -0.266 0.105
H 2.772 -3.988 1.607 0.103
H 0.698 -2.697 1.456 0.101
Br -3.309 6.564 -1.018 0.710
C -2.435 4.960 -0.523 -0.715
C -1.063 4.951 -0.357 -0.143
C -0.429 3.766 0.004 -0.141
C -1.131 2.576 0.206 -0.268
C -2.518 2.637 0.031 -0.142
C -3.175 3.805 -0.330 -0.142
H -0.495 5.860 -0.503 0.096
H 0.649 3.795 0.134 0.077
H -3.116 1.743 0.179 0.075
H -4.249 3.814 -0.464 0.097
Cl 5.823 0.041 -2.555 0.653
C 4.678 0.424 -1.297 -0.679
C 3.631 1.292 -1.568 -0.103
C 2.707 1.564 -0.576 -0.043
C 2.817 0.978 0.694 -0.312
C 1.842 1.204 1.730 -0.069
C 3.892 0.107 0.932 -0.041
C 4.822 -0.169 -0.053 -0.119
H 3.536 1.736 -2.548 0.108
H 1.873 2.222 -0.787 0.087
H 2.011 0.716 2.685 0.054
H 1.278 2.142 1.782 0.044
H 3.988 -0.366 1.900 0.115
H 5.641 -0.850 0.129 0.108
```

Its spin multiplicity is 3. The net charge is 0. Its orbital gap (spin up / spin down) is 7.375 / 6.785 eV. The HOMO energy (spin up / spin down) is -6.97 / -7.76 eV.


## Q
ORCA calculation (the ωB97M-V functional and the def2-TZVPD basis) on C36H29BrClINPPd as an isolated structure.

```
71
Properties=species:S:1:pos:R:3:lowdin_charge:R:1
Pd 0.672 0.137 -0.910 0.645
I 3.988 5.162 -1.742 0.875
C 3.911 3.194 -1.013 -0.698
C 4.914 2.708 -0.186 -0.128
C 4.814 1.399 0.252 -0.050
C 3.732 0.637 -0.154 -0.131
N 2.773 1.112 -0.947 0.010
C 2.859 2.372 -1.373 -0.198
H 5.749 3.334 0.099 0.100
H 5.567 0.971 0.900 0.113
H 3.631 -0.396 0.153 0.091
H 2.062 2.714 -2.023 0.093
C -4.163 3.471 3.039 -0.090
C -2.858 3.287 3.465 -0.082
C -1.985 2.491 2.733 -0.084
C -2.418 1.860 1.571 -0.363
C -3.731 2.062 1.142 -0.107
C -4.600 2.852 1.875 -0.082
P -1.346 0.853 0.463 1.053
C 0.105 0.503 1.543 -0.424
C 0.956 1.587 1.812 -0.152
C 2.051 1.433 2.642 -0.094
C 2.349 0.183 3.174 -0.084
C 1.543 -0.903 2.875 -0.082
C 0.422 -0.751 2.067 -0.082
C -2.296 -0.709 0.472 -0.383
C -3.005 -1.155 1.589 -0.089
C -3.738 -2.328 1.527 -0.073
C -3.800 -3.048 0.340 -0.080
C -3.116 -2.601 -0.778 -0.088
C -2.360 -1.439 -0.712 -0.108
H -4.837 4.094 3.612 0.102
H -2.511 3.763 4.373 0.103
H -0.974 2.344 3.088 0.089
H -4.080 1.579 0.235 0.108
H -5.620 2.992 1.540 0.104
H 0.722 2.561 1.396 0.111
H 2.682 2.284 2.866 0.108
H 3.209 0.062 3.822 0.105
H 1.772 -1.878 3.287 0.103
H -0.226 -1.600 1.884 0.106
H -2.982 -0.580 2.506 0.113
H -4.274 -2.676 2.401 0.105
H -4.388 -3.955 0.289 0.104
H -3.189 -3.153 -1.707 0.107
H -1.835 -1.069 -1.588 0.083
Br -0.963 2.077 -7.229 0.690
C -0.491 1.597 -5.443 -0.703
C 0.765 1.080 -5.185 -0.145
C 1.099 0.729 -3.882 -0.155
C 0.199 0.893 -2.829 -0.249
C -1.051 1.433 -3.124 -0.150
C -1.407 1.780 -4.425 -0.146
H 1.479 0.950 -5.989 0.096
H 2.087 0.316 -3.702 0.085
H -1.778 1.600 -2.336 0.053
H -2.387 2.190 -4.634 0.095
Cl 0.563 -6.213 2.138 0.652
C 0.830 -4.918 1.016 -0.679
C 1.914 -4.066 1.199 -0.125
C 2.135 -3.042 0.304 -0.065
C 1.286 -2.833 -0.807 -0.314
C 1.531 -1.805 -1.772 -0.087
C 0.212 -3.736 -0.967 -0.051
C -0.018 -4.758 -0.073 -0.108
H 2.575 -4.227 2.041 0.104
H 2.988 -2.388 0.432 0.094
H 0.984 -1.884 -2.704 0.059
H 2.558 -1.470 -1.875 0.051
H -0.419 -3.623 -1.840 0.109
H -0.844 -5.443 -0.212 0.106
```

Its spin multiplicity is 3. The net charge is 0. Its orbital gap (spin up / spin down) is 6.156 / 6.841 eV. The HOMO energy (spin up / spin down) is -6.08 / -7.87 eV.


Structures ranked by computed energy, the most stable listed first: P, Q.


## P
ORCA calculation (the ωB97M-V functional and the def2-TZVPD basis) on a 2-piece molecular cluster, C3H11N4 overall.

```
18
Properties=species:S:1:pos:R:3:lowdin_charge:R:1
N 0.601 1.020 -1.851 0.076
C 1.707 0.464 -1.219 -0.362
N 1.906 -0.803 -1.376 0.053
H 0.118 1.772 -1.448 0.057
H -0.001 0.256 -2.095 0.075
H 2.345 1.089 -0.566 0.125
H 2.757 -1.049 -0.918 0.020
C -0.638 1.441 1.796 -0.049
N -1.407 -1.854 0.363 0.183
C -1.458 -0.536 0.673 -0.134
N -0.576 0.080 1.405 0.001
H -0.683 1.496 2.890 0.111
H -1.592 1.893 1.499 0.107
H 0.174 2.051 1.364 0.104
H -0.478 -2.217 0.404 0.109
H -1.898 -2.133 -0.505 0.153
H -2.273 0.095 0.342 0.162
H 0.202 -0.567 1.742 0.209
```

The net charge is +1. Its orbital gap is 9.080 eV. The HOMO energy is -13.06 eV.


## Q
ORCA calculation (the ωB97M-V functional and the def2-TZVPD basis) on a 3-piece molecular cluster, C3H11N4 overall.

```
18
Properties=species:S:1:pos:R:3:lowdin_charge:R:1
C -1.231 0.733 -0.342 -0.409
C -2.337 -0.228 -0.453 -0.021
C 1.309 0.590 -0.264 -0.394
N -1.202 1.950 -0.054 0.146
N 1.372 1.823 0.209 0.229
N 2.233 -0.317 -0.594 0.185
N 0.067 0.071 -0.490 0.132
H -2.518 -0.907 0.398 0.098
H -3.347 0.375 -0.450 0.137
H -2.151 -1.065 -1.228 0.120
H 2.040 -1.973 1.320 0.013
H -2.163 2.317 0.048 0.109
H 1.325 -2.160 1.727 0.037
H 2.143 2.152 0.728 0.122
H 0.484 2.378 0.346 0.112
H 1.983 -1.041 -1.211 0.112
H 3.176 0.080 -0.620 0.150
H -0.115 -0.711 -1.070 0.123
```

The net charge is +1. Its orbital gap is 11.628 eV. The HOMO energy is -14.76 eV.


Structures ranked by computed energy, the most stable listed first: P, Q.


## P
ORCA calculation (the ωB97M-V functional and the def2-TZVPD basis) on a 2-piece molecular cluster, C2H8NO2PS overall.

```
15
Properties=species:S:1:pos:R:3:lowdin_charge:R:1
C 1.327 -1.156 0.806 -0.259
C -3.291 0.064 0.164 -0.099
N 0.658 -0.123 0.184 -0.422
O 2.489 1.138 -2.514 -0.110
O -2.181 0.101 -0.393 -0.277
P -0.561 0.830 0.777 0.445
S -0.667 0.333 2.671 0.085
H 0.637 -1.702 1.445 0.029
H 1.604 -1.807 -0.076 0.102
H 2.188 -0.840 1.489 0.102
H -4.129 0.708 -0.395 0.136
H 1.543 0.961 -2.525 0.009
H -3.354 -0.562 1.113 0.097
H 0.995 0.060 -0.770 0.052
H 2.743 1.994 -1.976 0.110
```

The net charge is 0. Its orbital gap is 7.492 eV. The HOMO energy is -8.16 eV.


## Q
ORCA calculation (the ωB97M-V functional and the def2-TZVPD basis) on a 2-piece molecular cluster, C2H8NO2PS overall.

```
15
Properties=species:S:1:pos:R:3:lowdin_charge:R:1
H -0.854 1.897 0.776 0.027
N -1.697 1.665 0.264 0.077
C -1.683 0.437 -0.023 -0.320
C -2.852 -0.196 -0.628 -0.096
H -0.676 -0.048 0.081 0.089
H -3.174 -1.022 -0.065 0.055
H -3.645 0.588 -0.799 0.101
H -2.816 -0.617 -1.605 0.061
O 1.890 0.567 -0.923 -0.381
P 2.743 0.125 0.408 0.487
O 1.439 -0.391 1.381 -0.386
S 3.551 -1.724 -0.246 0.387
H 1.243 1.288 -0.710 0.059
H 1.674 -1.069 2.016 0.026
H 4.856 -1.500 0.073 -0.185
```

The SMILES is [H]/N=C/C.OP(O)S. The net charge is 0. Its orbital gap is 9.790 eV. The HOMO energy is -9.22 eV.


Structures ranked by computed energy, the most stable listed first: Q, P.